<w>
A single C19H28N2O3S molecule, computed with the ωB97M-V functional and the def2-TZVPD basis.

Calculated values
SMILES: Cc1cccc(N(CC(=O)NCCC2=CCCCC2)S(C)(=O)=O)c1C
Kohn-Sham gap, eV: 9.2114
Multiplicity: 1
Total charge: 0

Geometry as XYZ:
```
53
C19H28N2O3S | OMol25 | the ωB97M-V functional and the def2-TZVPD basis
C -0.304 3.037 -3.734
C -0.144 1.554 -3.598
C -0.160 0.747 -4.727
C -0.013 -0.624 -4.625
C 0.131 -1.205 -3.381
C 0.147 -0.408 -2.242
N 0.249 -1.013 -0.963
C 1.399 -1.825 -0.626
C 2.400 -0.970 0.172
O 3.545 -0.793 -0.188
N 1.851 -0.437 1.270
C 2.540 0.525 2.103
C 1.914 0.571 3.498
C 0.422 0.781 3.442
C -0.426 -0.178 3.789
C -1.915 -0.050 3.748
C -2.354 1.404 3.610
C -1.515 2.079 2.532
C -0.057 2.130 2.981
S -1.166 -1.311 -0.178
C -1.950 -2.693 -1.055
O -0.822 -1.760 1.143
O -2.024 -0.173 -0.297
C 0.027 0.978 -2.334
C 0.082 1.833 -1.110
H -0.513 3.308 -4.765
H 0.605 3.550 -3.421
H -1.119 3.391 -3.105
H -0.287 1.199 -5.700
H -0.021 -1.240 -5.513
H 0.237 -2.276 -3.288
H 1.894 -2.201 -1.524
H 1.067 -2.658 -0.002
H 0.893 -0.665 1.517
H 3.594 0.237 2.155
H 2.492 1.515 1.632
H 2.127 -0.366 4.015
H 2.385 1.385 4.056
H -0.052 -1.143 4.106
H -2.348 -0.498 4.646
H -2.271 -0.628 2.889
H -3.414 1.451 3.353
H -2.212 1.924 4.561
H -1.599 1.501 1.609
H -1.880 3.090 2.339
H 0.571 2.493 2.164
H 0.049 2.843 3.807
H -1.272 -3.536 -1.045
H -2.863 -2.933 -0.528
H -2.165 -2.364 -2.063
H 0.753 2.677 -1.264
H -0.911 2.217 -0.879
H 0.423 1.252 -0.259
```


<x>
C19H28N2O3S as an isolated structure, computed with the ωB97M-V functional and the def2-TZVPD basis.

Calculated values
Kohn-Sham gap, eV: 8.4495
Multiplicity: 1
Total charge: 0

Geometry as XYZ:
```
53
C19H28N2O3S | OMol25 | the ωB97M-V functional and the def2-TZVPD basis
C 5.953 0.544 -1.731
C 5.093 0.073 -0.767
C 3.734 0.376 -0.927
C 2.743 -0.168 0.054
C 3.169 -0.951 1.080
C 4.458 -1.051 1.416
C 5.308 -0.671 0.556
H 6.436 -0.687 0.396
H 4.839 -1.431 2.154
C 2.220 -1.283 2.269
H 1.329 -1.628 1.843
H 2.585 -1.738 2.929
H 1.747 -0.554 2.643
N 1.316 0.187 -0.032
S 0.701 1.479 0.446
O -0.793 1.342 0.748
O 1.435 1.608 1.847
C 1.076 2.765 -0.523
H 0.811 2.672 -1.638
H 0.632 3.774 -0.111
H 2.144 2.907 -0.723
C 0.469 -0.389 -1.033
H 1.276 -0.659 -1.925
H -0.195 0.294 -1.400
C -0.206 -1.561 -0.989
O -0.003 -2.783 -1.307
N -0.979 -1.664 0.308
H -1.061 -0.348 0.555
C -2.054 -2.456 0.904
H -1.539 -3.465 0.726
C -3.288 -2.171 -0.032
C -3.731 -0.862 -0.235
C -3.590 -0.160 -1.249
C -3.966 1.121 -1.483
C -4.013 1.917 -0.120
C -4.776 1.384 0.903
C -4.090 -0.135 0.985
H -4.771 -0.778 2.005
H -3.244 0.102 1.778
H -5.919 1.118 0.531
H -4.874 1.665 1.953
H -4.532 3.058 -0.017
H -3.061 2.031 0.292
H -3.250 1.561 -2.096
H -5.020 1.396 -2.035
H -3.160 -0.802 -2.171
H -3.988 -2.961 0.583
H -3.031 -2.857 -0.937
H -2.102 -2.141 1.753
H 3.062 0.835 -1.740
H 6.490 1.456 -1.508
H 6.641 -0.199 -2.101
H 5.569 0.886 -2.827
```


Least stable: <x>


<w>
An isolated ion of composition C7H12N3O and charge +1, computed with the ωB97M-V functional and the def2-TZVPD basis.

Calculated values
SMILES: C[C@H]1CC[C@]1([NH3+])c1ncon1
Kohn-Sham gap, eV: 11.4457
Multiplicity: 1
Total charge: +1

Geometry as XYZ:
```
23
C7H12N3O | OMol25 | the ωB97M-V functional and the def2-TZVPD basis
C 2.035 0.892 -1.119
C 1.056 -0.195 -0.850
C 1.603 -1.291 -0.028
C 0.337 -1.314 0.885
C -0.065 -0.013 0.218
N 0.143 1.200 1.252
C -1.553 0.176 -0.129
N -2.309 -0.913 -0.169
C -3.523 -0.376 -0.308
O -3.488 0.909 -0.342
N -2.226 1.344 -0.281
H 2.494 1.378 -0.159
H 1.683 1.756 -1.813
H 2.904 0.474 -1.714
H 0.625 -0.605 -1.732
H 2.585 -1.016 0.479
H 1.545 -2.192 -0.563
H -0.387 -1.972 0.433
H 0.393 -1.286 1.894
H -0.260 0.901 2.152
H -0.361 1.898 0.754
H 1.116 1.310 1.340
H -4.347 -1.065 -0.199
```


<x>
An isolated ion of composition C7H12N3O and charge +1, computed with the ωB97M-V functional and the def2-TZVPD basis.

Calculated values
SMILES: C[C@@H]1[NH2+]Cc2c1n(C)[nH]c2=O
Kohn-Sham gap, eV: 8.1751
Multiplicity: 1
Total charge: +1

Geometry as XYZ:
```
23
C7H12N3O | OMol25 | the ωB97M-V functional and the def2-TZVPD basis
C 2.143 -0.098 -0.871
C 1.294 -0.235 0.390
N 1.005 -1.726 0.644
C -0.244 -2.205 -0.072
C -1.210 -1.119 0.143
C -0.040 0.347 0.255
N -0.858 1.343 0.158
C -0.586 2.759 0.239
N -2.139 0.947 -0.027
C -2.413 -0.476 -0.132
O -3.540 -0.858 -0.327
H 1.605 -0.457 -1.744
H 3.078 -0.646 -0.769
H 2.390 0.948 -1.031
H 1.854 0.130 1.259
H 0.825 -1.844 1.646
H 1.820 -2.294 0.388
H -0.567 -3.151 0.367
H 0.017 -2.374 -1.125
H -1.152 3.197 1.064
H 0.475 2.928 0.403
H -0.891 3.249 -0.688
H -2.865 1.636 -0.168
```


<y>
An isolated ion of composition C7H12N3O and charge +1, computed with the ωB97M-V functional and the def2-TZVPD basis.

Calculated values
Kohn-Sham gap (alpha / beta), eV: 5.8071 / 9.2717
Multiplicity: 1
Total charge: +1

Geometry as XYZ:
```
23
C7H12N3O | OMol25 | the ωB97M-V functional and the def2-TZVPD basis
C 3.847 -0.273 0.493
C 3.416 -0.231 -0.866
C 2.791 0.192 1.210
C -0.807 -0.196 -1.174
C 0.562 0.899 0.574
C -1.175 -1.179 -0.096
C -0.440 1.148 -0.519
N 2.191 0.214 -0.962
N 1.786 0.476 0.300
N -2.293 -0.732 0.758
O -1.574 1.758 0.095
H 4.796 -0.603 0.859
H 3.969 -0.513 -1.739
H 2.651 0.338 2.261
H 0.077 -0.560 -1.695
H -1.597 -0.059 -1.931
H 0.322 1.183 1.585
H -1.224 -2.223 -0.367
H 0.004 1.820 -1.268
H -2.210 -1.114 1.706
H -3.222 -0.995 0.392
H -2.216 0.319 0.780
H -2.060 2.269 -0.563
```


Least stable: <x>


<w>
A single C3H3I molecule, computed with the ωB97M-V functional and the def2-TZVPD basis.

Calculated values
SMILES: C#CCI
Kohn-Sham gap, eV: 9.9231
Multiplicity: 1
Total charge: 0

Geometry as XYZ:
```
7
C3H3I | OMol25 | the ωB97M-V functional and the def2-TZVPD basis
C 1.318 -1.333 0.037
C 0.491 -0.476 -0.028
C -0.550 0.892 -0.006
I -2.563 0.187 -0.127
H 1.992 -2.137 0.061
H -0.379 1.382 0.940
H -0.308 1.483 -0.876
```


<x>
A single C3H3I molecule, computed with the ωB97M-V functional and the def2-TZVPD basis.

Calculated values
SMILES: IC1=CC1
Kohn-Sham gap, eV: 8.4854
Multiplicity: 1
Total charge: 0

Geometry as XYZ:
```
7
C3H3I | OMol25 | the ωB97M-V functional and the def2-TZVPD basis
I 3.927 -0.019 -0.001
C 1.475 0.269 -0.022
C 0.432 1.019 -0.017
C 0.233 -0.513 0.102
H -0.058 1.957 -0.059
H -0.042 -0.934 1.060
H -0.132 -1.067 -0.754
```


Least stable: <x>


<w>
A 7-piece molecular cluster, C18H48N2O7 overall, computed with the ωB97M-V functional and the def2-TZVPD basis.

Calculated values
SMILES: CC1(C)CCCC(C)(C)N1O.CC1(C)CCCC(C)(C)N1O.O.O.O.O.O
Kohn-Sham gap, eV: 8.3725
Multiplicity: 1
Total charge: 0

Geometry as XYZ:
```
75
C18H48N2O7 | OMol25 | the ωB97M-V functional and the def2-TZVPD basis
C -21.155 -18.500 -6.369
C -20.127 -17.715 -7.233
C -20.267 -18.195 -8.674
C -20.459 -16.238 -7.090
C -19.350 -15.341 -7.638
C -18.013 -15.630 -6.941
C -17.616 -17.096 -6.955
C -16.971 -17.449 -8.308
C -16.607 -17.361 -5.841
N -18.793 -17.940 -6.688
O -18.456 -19.314 -6.742
H -20.622 -19.230 -5.759
H -21.693 -17.883 -5.650
H -21.882 -19.021 -6.991
H -21.258 -17.957 -9.073
H -19.540 -17.808 -9.392
H -20.181 -19.283 -8.749
H -21.367 -15.943 -7.629
H -20.692 -15.914 -6.073
H -19.230 -15.454 -8.716
H -19.574 -14.303 -7.377
H -18.062 -15.222 -5.927
H -17.231 -15.052 -7.442
H -17.480 -16.996 -9.159
H -16.828 -18.524 -8.399
H -15.964 -17.012 -8.347
H -15.704 -16.758 -5.964
H -16.254 -18.396 -5.850
H -17.026 -17.153 -4.856
H -18.246 -19.506 -5.820
C -14.282 -17.877 -10.681
C -14.919 -18.656 -11.844
C -13.824 -19.488 -12.551
C -15.965 -19.671 -11.347
C -17.365 -19.088 -11.144
C -17.778 -18.188 -12.302
C -16.752 -17.105 -12.653
C -17.211 -16.428 -13.938
C -16.746 -16.038 -11.536
N -15.500 -17.802 -12.907
O -14.527 -16.829 -13.299
H -14.514 -16.812 -10.701
H -13.194 -17.913 -10.690
H -14.641 -18.212 -9.706
H -13.638 -20.441 -12.054
H -12.886 -18.929 -12.592
H -14.124 -19.744 -13.570
H -16.023 -20.538 -12.006
H -15.649 -19.999 -10.355
H -17.471 -18.600 -10.171
H -18.132 -19.871 -11.116
H -18.704 -17.692 -11.989
H -18.018 -18.743 -13.211
H -17.114 -17.146 -14.762
H -18.265 -16.158 -13.919
H -16.572 -15.591 -14.216
H -15.995 -15.265 -11.692
H -17.742 -15.589 -11.525
H -16.599 -16.450 -10.535
H -13.921 -17.347 -13.840
O -12.359 -19.720 -6.493
H -12.980 -20.455 -6.497
H -12.638 -19.185 -7.242
O -16.979 -22.258 -5.693
H -16.091 -22.570 -5.900
H -17.356 -22.025 -6.548
O -17.758 -21.939 -8.581
H -18.564 -21.425 -8.704
H -17.757 -22.581 -9.298
O -14.961 -20.456 -7.852
H -15.778 -20.313 -8.340
H -15.060 -21.335 -7.466
O -14.093 -22.672 -6.168
H -13.975 -23.247 -5.404
H -13.572 -23.080 -6.869
```


<x>
C18H48N2O7 as an isolated structure, computed with the ωB97M-V functional and the def2-TZVPD basis.

Calculated values
Kohn-Sham gap, eV: 8.0776
Multiplicity: 1
Total charge: 0

Geometry as XYZ:
```
75
C18H48N2O7 | OMol25 | the ωB97M-V functional and the def2-TZVPD basis
O 3.613 7.795 -11.860
H 4.000 8.361 -11.192
H 3.443 6.970 -11.405
O 4.554 9.842 -12.349
H 4.206 10.320 -11.597
H 3.868 9.214 -12.573
O 5.294 10.264 -10.692
H 5.865 10.860 -10.208
H 5.765 10.087 -11.506
O 3.850 9.113 -10.195
H 4.172 8.488 -9.545
H 4.598 9.684 -10.369
O 2.269 10.254 -9.825
H 1.740 9.459 -9.770
H 3.166 9.939 -9.939
C 2.839 7.352 -7.356
C 4.324 7.235 -6.932
C 4.601 5.796 -7.370
C 6.105 5.423 -7.170
C 6.987 6.382 -8.012
C 6.661 7.899 -7.701
N 5.192 8.112 -7.755
O 4.788 9.399 -7.597
C 7.351 8.305 -6.334
C 7.440 8.682 -8.822
C 4.407 7.503 -5.456
H 2.391 8.274 -6.984
H 2.207 6.560 -6.954
H 2.898 7.494 -8.435
H 3.941 5.044 -6.938
H 4.412 5.698 -8.439
H 6.312 4.391 -7.454
H 6.388 5.492 -6.120
H 6.742 6.199 -9.059
H 8.053 6.160 -7.965
H 6.826 9.121 -5.838
H 7.494 7.522 -5.590
H 8.341 8.659 -6.620
H 8.521 8.544 -8.780
H 7.088 8.205 -9.737
H 7.306 9.760 -8.737
H 5.399 7.288 -5.058
H 3.758 6.851 -4.872
H 4.226 8.517 -5.100
H 5.020 9.641 -6.698
C 4.601 13.665 -8.123
C 4.603 12.590 -9.338
C 4.418 13.383 -10.739
C 5.690 14.204 -11.111
C 6.896 13.230 -11.232
C 7.079 12.315 -9.985
N 5.779 11.762 -9.517
O 5.917 10.898 -8.382
C 7.943 11.144 -10.381
C 7.770 13.223 -8.954
C 3.319 11.638 -9.237
H 5.564 13.996 -7.734
H 4.024 14.551 -8.388
H 4.089 13.321 -7.224
H 4.232 12.706 -11.573
H 3.588 14.089 -10.722
H 5.522 14.749 -12.040
H 5.769 15.008 -10.378
H 7.797 13.673 -11.655
H 6.694 12.630 -12.120
H 8.427 10.685 -9.519
H 8.752 11.384 -11.072
H 7.408 10.397 -10.968
H 7.689 12.834 -7.939
H 7.333 14.220 -9.016
H 8.833 13.287 -9.183
H 2.327 12.089 -9.197
H 3.226 10.877 -10.011
H 3.489 11.007 -8.365
H 5.335 10.157 -8.567
```


Least stable: <x>


<w>
A 2-piece molecular cluster, C2H4ClNO overall, computed with the ωB97M-V functional and the def2-TZVPD basis.

Calculated values
Kohn-Sham gap, eV: 10.0143
Multiplicity: 1
Total charge: 0

Geometry as XYZ:
```
9
C2H4ClNO | OMol25 | the ωB97M-V functional and the def2-TZVPD basis
C -0.499 0.763 0.477
C 0.151 -0.425 -1.066
N 0.206 0.243 1.384
O 0.908 -1.418 -0.528
Cl -1.441 2.076 0.128
H 0.500 0.325 -1.829
H -0.810 -0.899 -1.374
H -0.055 0.463 2.423
H 1.039 -1.127 0.385
```


<x>
A 2-piece molecular cluster, C2H4ClNO overall, computed with the ωB97M-V functional and the def2-TZVPD basis.

Calculated values
Kohn-Sham gap (alpha / beta), eV: 7.8030 / 8.4743
Multiplicity: 1
Total charge: 0

Geometry as XYZ:
```
9
C2H4ClNO | OMol25 | the ωB97M-V functional and the def2-TZVPD basis
C 0.953 0.639 -0.081
C -0.467 0.827 0.548
N -1.368 -1.810 -1.145
O -0.527 -2.415 -0.583
Cl -0.985 -0.233 1.733
H 0.956 1.223 -1.014
H 1.745 0.723 0.623
H 0.931 -0.455 -0.289
H -1.238 1.500 0.208
```


Least stable: <x>


<w>
A 2-piece molecular cluster, C3H8FN overall, computed with the ωB97M-V functional and the def2-TZVPD basis.

Calculated values
SMILES: C=C(C)F.N
Kohn-Sham gap, eV: 10.1082
Multiplicity: 1
Total charge: 0

Geometry as XYZ:
```
13
C3H8FN | OMol25 | the ωB97M-V functional and the def2-TZVPD basis
C -0.834 -0.553 -1.499
C -0.952 -0.901 -0.202
C -1.221 0.067 0.872
F -0.905 -2.184 0.321
H -0.815 0.553 -1.615
H -0.683 -1.239 -2.320
H -1.749 0.982 0.515
H -1.652 -0.460 1.707
H -0.238 0.411 1.216
N 2.054 0.787 0.101
H 2.888 1.171 -0.340
H 2.441 -0.067 0.505
H 1.668 1.434 0.742
```


<x>
A single C3H8FN molecule, computed with the ωB97M-V functional and the def2-TZVPD basis.

Calculated values
SMILES: CC[C@H](N)F
Kohn-Sham gap, eV: 10.8280
Multiplicity: 1
Total charge: 0

Geometry as XYZ:
```
13
C3H8FN | OMol25 | the ωB97M-V functional and the def2-TZVPD basis
C 1.015 0.974 -0.563
C -0.359 0.528 -0.483
C -0.527 -0.425 1.144
N -1.390 -1.527 0.926
F -1.008 0.506 2.039
H 1.783 0.083 -0.328
H 1.221 1.254 -1.640
H 1.407 1.671 0.173
H -1.238 1.293 -0.301
H -0.654 -0.220 -1.147
H 0.523 -0.712 1.310
H -1.641 -2.092 1.693
H -2.206 -1.112 0.453
```


Least stable: <x>


<w>
A 9-piece molecular cluster, H16NO11 overall, computed with the ωB97M-V functional and the def2-TZVPD basis.

Calculated values
Kohn-Sham gap, eV: 10.0606
Multiplicity: 1
Total charge: -1

Geometry as XYZ:
```
28
H16NO11 | OMol25 | the ωB97M-V functional and the def2-TZVPD basis
N 16.579 24.270 -14.019
O 15.458 24.603 -14.428
O 16.790 24.312 -12.816
O 17.156 23.406 -14.679
O 15.523 22.341 -16.819
H 15.979 22.904 -16.140
H 14.597 22.343 -16.572
O 17.839 20.834 -15.355
H 17.517 20.710 -16.204
H 18.029 21.755 -15.152
O 13.692 22.788 -12.853
H 14.233 22.150 -12.365
H 14.233 22.962 -13.635
O 18.877 24.757 -10.724
H 18.842 25.178 -9.824
H 18.564 25.365 -11.421
O 13.079 24.675 -15.891
H 12.500 25.384 -15.607
H 13.887 24.862 -15.456
O 18.608 22.294 -12.503
H 18.387 22.792 -13.263
H 18.737 21.375 -12.844
O 13.759 26.195 -12.669
H 14.107 25.862 -13.466
H 14.322 26.059 -11.874
O 15.445 25.406 -10.667
H 15.384 24.660 -10.074
H 15.770 24.946 -11.435
```


<x>
A 9-piece molecular cluster, H16NO11 overall, computed with the ωB97M-V functional and the def2-TZVPD basis.

Calculated values
Kohn-Sham gap, eV: 9.1677
Multiplicity: 1
Total charge: -1

Geometry as XYZ:
```
28
H16NO11 | OMol25 | the ωB97M-V functional and the def2-TZVPD basis
N 23.297 11.904 -22.397
O 24.098 12.126 -21.469
O 22.954 10.710 -22.640
O 22.441 12.754 -22.583
O 20.152 13.926 -23.622
H 19.701 13.745 -22.794
H 21.029 13.739 -23.361
O 22.910 12.319 -19.076
H 23.272 12.416 -19.974
H 22.223 11.661 -19.153
O 20.948 10.164 -24.513
H 21.390 10.142 -25.357
H 21.440 10.627 -23.848
O 21.999 14.912 -20.494
H 22.317 14.711 -21.379
H 21.348 15.650 -20.571
O 20.434 11.441 -20.728
H 21.041 11.645 -21.406
H 20.057 12.272 -20.349
O 21.133 8.970 -20.966
H 20.557 9.662 -20.626
H 20.873 8.796 -21.834
O 24.082 8.182 -23.418
H 23.667 8.971 -23.249
H 23.428 7.853 -24.057
O 23.569 9.625 -20.046
H 22.684 9.404 -20.373
H 23.824 10.357 -20.603
```


Least stable: <x>